{"formula": "C32H36ClN7O2S3SiTi", "method": "ωB97M-V/def2-TZVPD", "species": ["Ti", "C", "C", "O", "N", "C", "C", "C", "C", "C", "C", "N", "H", "H", "H", "H", "H", "H", "H", "H", "H", "H", "C", "Si", "C", "C", "C", "C", "C", "C", "N", "C", "S", "H", "H", "H", "H", "H", "H", "H", "H", "H", "H", "H", "H", "S", "N", "C", "C", "C", "C", "C", "N", "C", "C", "N", "C", "C", "C", "C", "C", "N", "H", "H", "H", "H", "H", "H", "O", "S", "C", "C", "C", "C", "H", "H", "H", "H", "H", "H", "H", "H", "Cl"], "coordinates": [[-0.2614, 0.1482, 0.0479], [3.1825, 0.6474, 2.6604], [2.7060, 1.2089, 1.3466], [1.5460, 1.0271, 0.9380], [3.5828, 1.9285, 0.6627], [3.3581, 2.6012, -0.6132], [3.6864, 1.7373, -1.8030], [4.9262, 1.8102, -2.4211], [5.1824, 0.9697, -3.4937], [4.1901, 0.0942, -3.9032], [2.9796, 0.1031, -3.2262], [2.7210, 0.9081, -2.1977], [2.3297, 0.3907, 3.2800], [3.8146, 1.3589, 3.1908], [3.7678, -0.2560, 2.4772], [4.5006, 2.0133, 1.0723], [3.9803, 3.4950, -0.6075], [2.3147, 2.9129, -0.6555], [5.6768, 2.5081, -2.0724], [6.1385, 0.9985, -3.9989], [4.3458, -0.5818, -4.7322], [2.1800, -0.5688, -3.5207], [-4.1767, -2.4100, 5.3980], [-4.0020, -1.0101, 4.1882], [-5.2458, -1.1883, 2.8252], [-4.1588, 0.6301, 5.0433], [-2.2082, -1.1123, 3.5237], [-1.2393, -1.7502, 4.2747], [0.0877, -1.8996, 3.8253], [0.4184, -1.3987, 2.6062], [-0.4935, -0.7169, 1.8604], [-1.7647, -0.5656, 2.2987], [-2.7155, 0.2929, 1.1526], [-5.2336, -2.5836, 5.6103], [-3.6913, -2.1937, 6.3525], [-3.7645, -3.3431, 5.0071], [-6.2200, -1.3948, 3.2759], [-5.0066, -2.0197, 2.1578], [-5.3369, -0.2854, 2.2223], [-5.1358, 0.7267, 5.5227], [-4.0541, 1.4583, 4.3375], [-3.3964, 0.7361, 5.8183], [-1.5082, -2.1864, 5.2299], [0.8233, -2.4322, 4.4108], [1.3938, -1.5306, 2.1632], [-3.5074, -2.0524, -6.5168], [-3.5060, -2.7745, -5.0777], [-2.8170, -1.9885, -4.2623], [-2.5625, -2.2478, -2.8530], [-2.9868, -3.3943, -2.1822], [-2.6599, -3.5362, -0.8535], [-1.9377, -2.5325, -0.2191], [-1.5443, -1.4282, -0.8433], [-1.8349, -1.2954, -2.1497], [-1.3195, -0.1017, -2.7994], [-0.6143, 0.7396, -2.0121], [-0.0962, 1.8355, -2.5597], [-0.2481, 2.1454, -3.9049], [-0.9742, 1.2961, -4.7088], [-1.5298, 0.1446, -4.1482], [-2.3146, -0.8296, -4.8918], [-2.6269, -0.7469, -6.1773], [-3.5498, -4.1483, -2.7165], [-2.9505, -4.4119, -0.2913], [-1.6683, -2.6283, 0.8226], [0.4635, 2.4816, -1.9019], [0.2055, 3.0436, -4.2985], [-1.1252, 1.4988, -5.7616], [-0.6637, 2.0642, 0.3062], [-0.2425, 3.3054, 1.1311], [-0.9842, 4.6761, 0.2451], [-1.2634, 5.7036, 1.3374], [-1.7494, 4.9587, 2.6061], [-1.4463, 3.4570, 2.4684], [-1.8849, 4.2606, -0.2122], [-0.3003, 5.0250, -0.5259], [-2.0031, 6.4156, 0.9777], [-0.3593, 6.2720, 1.5539], [-2.8212, 5.0811, 2.7472], [-1.2646, 5.3673, 3.4890], [-2.2930, 2.8568, 2.1302], [-1.0293, 3.0031, 3.3652], [1.2374, -1.3753, -0.5705]], "mulliken_charge": [-0.053, -1.723, 0.562, -0.182, 0.016, -0.365, 0.598, -0.917, -0.403, -0.903, -0.120, 0.194, 0.340, 0.519, 0.355, 0.295, 0.726, -0.572, 0.467, 0.431, 0.427, 0.419, -1.167, 0.101, -1.007, -1.002, 0.134, 0.051, -1.461, -0.789, 1.514, 0.363, -0.309, 0.363, 0.349, 0.383, 0.388, 0.332, 0.320, 0.398, 0.246, 0.336, 0.480, 0.493, 0.841, 0.208, -0.654, 0.640, 0.525, -0.616, -1.099, -0.382, 0.848, -0.763, -0.168, 0.932, -0.183, -1.257, -0.646, 0.529, 0.653, -0.655, 0.574, 0.517, 0.562, 0.397, 0.538, 0.576, -0.632, 0.264, -0.639, -0.710, -0.780, -0.378, 0.380, 0.438, 0.379, 0.328, 0.342, 0.293, 0.127, 0.524, -0.479], "e_above_lowest_kj_mol": 81.35, "charge": 2, "e_lumo_ev": -6.35}